{"formula": "C46H66F3InNO36", "method": "the ωB97M-V functional and the def2-TZVPD basis", "elements": ["C", "C", "C", "In", "C", "C", "C", "C", "F", "C", "F", "F", "N", "C", "C", "H", "H", "H", "H", "H", "H", "H", "H", "H", "H", "H", "H", "H", "H", "H", "H", "H", "H", "C", "C", "O", "C", "O", "O", "H", "H", "H", "H", "C", "C", "O", "C", "O", "O", "H", "H", "H", "H", "C", "C", "O", "C", "O", "O", "H", "H", "H", "H", "C", "C", "O", "C", "O", "O", "H", "H", "H", "H", "C", "C", "O", "C", "O", "O", "H", "H", "H", "H", "C", "C", "O", "C", "O", "O", "H", "H", "H", "H", "C", "C", "O", "C", "O", "O", "H", "H", "H", "H", "C", "C", "O", "C", "O", "O", "H", "H", "H", "H", "C", "C", "O", "C", "O", "O", "H", "H", "H", "H", "C", "C", "O", "C", "O", "O", "H", "H", "H", "H", "C", "C", "O", "C", "O", "O", "H", "H", "H", "H", "C", "C", "O", "C", "O", "O", "H", "H", "H", "H"], "positions_angstrom": [[0.9869, 1.9533, 3.2021], [0.8800, 1.1704, 2.0995], [0.8189, -0.3401, 2.0807], [-1.2596, -1.0760, 2.6602], [-2.2183, -1.7587, 0.7259], [-2.2929, 0.6772, 3.6116], [-3.5318, 0.3228, 4.4885], [-4.8371, 0.9344, 4.0314], [-4.8101, 2.1760, 3.5177], [-6.0260, 0.2377, 4.1969], [-6.3923, -0.7641, 3.4175], [-6.8967, 0.5757, 5.1937], [-1.1866, -2.8087, 3.9215], [-0.4487, -2.5891, 5.1862], [0.9948, -3.1211, 4.9810], [1.4897, 1.6729, 4.1214], [0.5787, 2.9688, 3.1323], [0.8198, 1.6936, 1.1367], [1.0661, -0.7065, 1.0760], [1.5650, -0.7422, 2.7895], [-1.8174, -1.2255, -0.1459], [-1.8901, -2.8115, 0.6009], [-3.3199, -1.7859, 0.7542], [-2.5772, 1.4218, 2.8536], [-1.5483, 1.1809, 4.2538], [-3.3688, 0.7568, 5.4978], [-3.7026, -0.7569, 4.6371], [-2.1564, -3.0540, 4.0989], [-0.4699, -1.5088, 5.4266], [-0.9411, -3.1734, 5.9833], [0.9301, -4.0908, 4.4728], [1.5511, -2.4044, 4.3626], [1.5020, -3.2290, 5.9551], [2.2112, 0.5865, -3.6244], [2.6729, 1.2521, -2.3548], [1.6530, 0.8813, -1.4203], [1.0762, -0.2556, -1.8791], [0.3041, -0.9256, -1.2724], [1.4864, -0.5405, -3.1364], [3.0260, 0.2800, -4.2527], [1.5342, 1.2154, -4.2028], [3.6324, 0.8649, -2.0038], [2.7408, 2.3345, -2.4469], [-10.2350, 1.2238, 3.9709], [-9.2637, 2.0385, 3.1584], [-10.1229, 2.9682, 2.4870], [-11.2514, 3.0856, 3.2189], [-12.0980, 3.9017, 3.0277], [-11.2987, 2.1553, 4.2025], [-9.8102, 0.8753, 4.9091], [-10.6293, 0.3674, 3.4199], [-8.5589, 2.5926, 3.7812], [-8.7072, 1.4372, 2.4433], [-0.9357, -2.9032, -3.5152], [-1.7753, -1.6828, -3.7582], [-1.8329, -1.6168, -5.1908], [-1.6140, -2.8658, -5.6649], [-1.7575, -3.1850, -6.8057], [-1.2135, -3.7003, -4.6811], [-1.2136, -3.4262, -2.6036], [0.1300, -2.6757, -3.4853], [-2.7899, -1.7877, -3.3678], [-1.3294, -0.7821, -3.3464], [-6.1289, -0.5687, 9.3584], [-6.2379, -1.1975, 7.9927], [-4.8813, -1.5235, 7.6900], [-4.2121, -1.6414, 8.8656], [-3.1115, -2.0654, 8.9758], [-4.9765, -1.2081, 9.9052], [-7.0041, -0.7519, 9.9790], [-5.9471, 0.5077, 9.3100], [-6.8287, -2.1170, 8.0011], [-6.6486, -0.5204, 7.2480], [1.9569, -1.9706, -7.3344], [3.3697, -2.1520, -7.8236], [4.1476, -1.6566, -6.7230], [3.3849, -1.7580, -5.6095], [3.7813, -1.5862, -4.4991], [2.1075, -2.0755, -5.9162], [1.2772, -2.7331, -7.7098], [1.5515, -0.9838, -7.5728], [3.6204, -3.2053, -7.9888], [3.5770, -1.5843, -8.7311], [3.3691, 1.4013, 7.6961], [4.4652, 2.4344, 7.6734], [4.9031, 2.4031, 6.3140], [3.8734, 1.9204, 5.5616], [3.8484, 1.9221, 4.3776], [2.8811, 1.4406, 6.3541], [2.5779, 1.6391, 8.4040], [3.7438, 0.3974, 7.9074], [4.0961, 3.4383, 7.9015], [5.2816, 2.1944, 8.3517], [5.1188, -7.6439, -6.4996], [6.0666, -6.8245, -7.3354], [5.1901, -5.8940, -7.9791], [4.0789, -5.7835, -7.2122], [3.2301, -4.9650, -7.3781], [4.0623, -6.7165, -6.2357], [5.5695, -7.9952, -5.5742], [4.7106, -8.4992, -7.0431], [6.7862, -6.2728, -6.7298], [6.6051, -7.4203, -8.0691], [0.1522, 4.1672, -7.5746], [0.2734, 4.7771, -6.2025], [1.0167, 3.7859, -5.4885], [1.7123, 3.0622, -6.3942], [2.5563, 2.2714, -6.1155], [1.3269, 3.3539, -7.6594], [0.1398, 4.9134, -8.3666], [-0.7266, 3.5264, -7.6746], [0.8423, 5.7088, -6.2080], [-0.6911, 4.9531, -5.7314], [9.0729, 3.9181, 7.5114], [8.4296, 2.9797, 6.5201], [7.9414, 1.9333, 7.3604], [7.7744, 2.4425, 8.6009], [7.2242, 1.8766, 9.4907], [8.3129, 3.6828, 8.6994], [9.0066, 4.9612, 7.2099], [10.1188, 3.6703, 7.7071], [7.5855, 3.4331, 5.9964], [9.1331, 2.5916, 5.7869], [3.9831, 4.6519, -8.7863], [4.9144, 5.4745, -9.6389], [4.0232, 6.4015, -10.2644], [2.9230, 6.5100, -9.4787], [2.0660, 7.3186, -9.6277], [2.9272, 5.5717, -8.5000], [4.4496, 4.3003, -7.8684], [3.5693, 3.7962, -9.3227], [5.6447, 6.0306, -9.0467], [5.4416, 4.8805, -10.3822], [-15.6171, 4.0469, 3.8609], [-14.5321, 3.5890, 4.7980], [-15.2719, 2.9178, 5.8269], [-16.4521, 2.5224, 5.2930], [-17.2251, 1.7970, 5.8301], [-16.6359, 3.0624, 4.0611], [-15.2933, 4.0680, 2.8229], [-16.0180, 5.0277, 4.1282], [-13.8506, 2.8814, 4.3327], [-13.9560, 4.4133, 5.2106], [10.3461, -5.6822, -6.5921], [11.4488, -6.1631, -5.6822], [10.7298, -6.8599, -4.6632], [9.5405, -7.2449, -5.1859], [8.7779, -7.9846, -4.6583], [9.3335, -6.6730, -6.4001], [10.6492, -5.6353, -7.6359], [9.9497, -4.7095, -6.2934], [12.1260, -6.8625, -6.1777], [12.0306, -5.3482, -5.2571]], "e_homo_ev": -3.68, "orbital_gap_ev": 4.939, "e_tot_ha": -5045.469794, "charge": -1, "multiplicity": 1}